(1)
Entry from OMol25: a cluster of 13 separate species, C51H136N14O21 in total at a distorted geometry (ωB97M-V/def2-TZVPD).

Values from the calculation:
- Gap between HOMO and LUMO: 8.21 eV
- Energy: -118937.372 eV

Each line ends with the Mulliken charge.
Positions of all 222 atoms, in Å:
O  1.54  6.20  -1.00  -0.595
O  -2.45  0.51  -9.87  -0.359
O  -2.17  2.98  4.09  -0.773
O  5.43  -1.24  2.88  -0.564
O  -0.45  -5.85  4.12  -0.510
O  4.17  6.98  3.57  -0.195
O  -0.70  0.92  -4.23  -0.692
O  1.15  0.14  5.02  -0.290
O  5.78  -1.00  -5.68  -0.394
O  4.89  4.88  -1.54  -0.170
O  -1.86  -0.62  0.13  -0.477
O  -4.63  -1.49  2.90  0.067
O  4.86  -2.85  -1.54  -0.401
O  -5.45  -6.16  6.18  -0.422
O  -0.93  -2.93  0.88  0.227
O  -2.87  8.48  1.58  -0.341
O  0.55  -6.88  -0.35  -0.404
O  1.16  2.19  0.96  -0.477
O  -3.87  4.69  -2.75  -0.450
O  -7.09  -2.76  1.16  -0.424
O  -1.47  -3.42  -5.14  -0.428
N  2.43  5.58  -2.93  -0.230
N  -0.09  2.36  3.33  -0.032
N  1.47  -0.78  0.79  0.823
N  -5.01  -4.08  3.06  0.951
N  1.50  0.28  -4.32  -0.178
N  -2.33  6.67  -0.54  -0.437
N  0.37  -0.18  -2.56  0.614
N  -1.38  3.67  2.14  0.093
N  -2.80  -2.41  -7.58  -0.325
N  0.38  6.34  -2.88  -0.349
N  -0.26  -8.19  2.08  -0.450
N  5.79  5.02  1.58  -0.489
N  -1.24  -1.11  4.42  0.592
N  4.42  -0.45  -3.24  0.029
C  5.20  0.59  -3.93  -0.674
C  -4.46  -5.53  7.00  -0.568
C  -1.74  0.21  -11.10  -0.745
C  -3.12  9.44  2.55  -0.788
C  -3.02  3.98  -3.53  -0.521
C  -0.60  -1.37  5.69  -0.594
C  5.52  5.85  -0.64  -1.049
C  -1.20  -4.73  3.66  2.018
C  5.56  4.65  -2.74  -0.653
C  4.16  -1.65  -1.08  0.578
C  -3.13  -0.62  -9.26  -0.290
C  -5.91  -4.66  2.06  -0.793
C  -0.84  -3.70  -3.90  -0.485
C  -0.55  -8.75  0.74  -0.842
C  1.19  -2.07  1.43  -1.006
C  -1.24  3.03  3.29  0.562
C  5.40  0.39  -5.41  -0.733
C  2.34  1.48  1.39  -0.222
C  -2.43  -2.37  -5.08  -0.449
C  -3.63  4.56  -1.36  -0.734
C  0.60  -5.94  -1.36  -0.482
C  7.06  -1.27  -5.20  -0.449
C  -1.03  -7.20  4.11  -0.602
C  4.24  8.11  4.39  -0.840
C  1.87  0.12  1.93  0.672
C  0.32  0.39  -3.73  0.405
C  4.96  5.83  0.77  -0.164
C  -5.24  -4.61  4.44  -0.106
C  5.13  5.93  3.85  -0.948
C  -1.44  -7.72  2.74  -0.511
C  -5.59  -0.81  3.71  -1.288
C  1.47  3.30  0.03  -1.141
C  -6.98  -1.64  0.24  -0.687
C  -2.26  5.21  -0.91  1.809
C  -1.24  7.26  0.25  0.257
C  -6.09  -3.77  0.83  -0.497
C  1.44  6.02  -2.18  0.669
C  2.47  0.51  5.22  -1.061
C  -2.32  -1.86  -8.82  -0.635
C  0.41  -3.13  0.59  -0.527
C  -1.95  -3.75  0.22  0.159
C  0.85  -1.11  5.65  -0.788
C  5.07  4.77  2.86  -0.033
C  6.28  -2.81  -1.38  -0.622
C  -2.22  -1.57  -6.45  -0.802
C  -2.71  -1.26  4.49  -0.644
C  -0.55  -7.79  -0.52  -0.463
C  -3.28  -1.06  3.05  0.754
C  -5.36  -6.06  4.76  -0.243
C  -1.72  8.67  0.75  -1.015
C  4.62  -0.36  -1.79  -1.183
H  6.17  0.82  -3.50  0.378
H  -3.11  6.90  0.06  0.438
H  5.42  3.68  -3.22  0.052
H  7.08  -1.29  -4.11  0.094
H  3.19  -0.20  4.82  0.349
H  1.43  -1.96  5.28  0.338
H  5.02  5.50  4.84  0.501
H  1.47  4.26  0.56  0.571
H  0.75  -2.10  2.42  -0.464
H  -3.75  -2.16  -7.39  0.323
H  -6.62  -0.98  3.40  0.251
H  -2.03  4.42  -3.60  0.096
H  3.92  5.54  0.65  0.146
H  -0.65  -2.40  6.04  0.227
H  -5.51  -5.60  1.67  0.343
H  -1.90  -7.18  4.77  0.178
H  -2.10  -7.10  2.13  0.327
H  3.28  5.40  -2.42  0.149
H  -4.41  -4.18  5.00  -0.354
H  3.08  1.44  0.59  0.273
H  -3.44  -5.59  6.62  0.140
H  -1.55  -7.38  -0.65  0.279
H  7.80  -0.63  -5.69  0.320
H  -3.10  10.46  2.17  0.303
H  5.25  5.30  -3.56  0.364
H  4.88  -1.27  -3.61  0.323
H  -2.37  9.21  3.31  0.317
H  4.08  4.36  2.65  -0.030
H  1.40  -5.28  -1.04  0.290
H  6.12  6.38  3.89  0.385
H  -4.93  -3.07  3.09  -0.175
H  -0.87  -0.34  3.89  -0.469
H  5.72  4.02  3.30  0.502
H  0.64  3.43  -0.67  0.045
H  0.15  -7.32  1.80  0.363
H  -2.01  -8.64  2.90  0.629
H  4.96  6.84  1.18  0.303
H  -2.58  -0.63  0.76  0.186
H  0.82  -6.38  -2.33  0.509
H  5.74  -2.14  2.90  0.294
H  -2.07  4.73  0.05  -1.001
H  0.41  6.48  -3.88  0.232
H  4.43  0.54  -5.88  0.295
H  2.60  0.67  6.29  0.401
H  -0.23  6.87  -2.27  0.238
H  -1.56  -9.16  0.77  0.302
H  -2.45  -0.06  -11.88  0.296
H  -2.38  -1.64  -4.27  0.230
H  3.32  8.66  4.23  0.199
H  -1.55  -4.13  -3.20  0.351
H  -3.70  3.55  -0.96  0.305
H  2.22  -2.42  1.53  0.636
H  6.59  5.66  -0.59  0.429
H  -3.99  -0.98  -9.82  0.320
H  -2.97  -3.40  0.39  -0.440
H  -0.58  3.77  1.52  -0.211
H  5.67  -0.88  3.74  0.260
H  -5.47  -0.99  4.78  0.332
H  -6.46  -4.22  -0.09  0.696
H  -1.80  -4.82  0.36  -0.044
H  -0.31  7.46  -0.28  -0.074
H  0.28  2.12  2.42  0.494
H  4.38  7.80  5.42  0.319
H  2.87  2.08  2.13  -0.077
H  -3.43  -2.82  -4.99  0.369
H  -2.89  2.97  -3.13  0.293
H  -0.94  9.15  1.34  0.494
H  0.63  -4.06  1.12  0.425
H  -3.47  -0.11  -8.36  0.271
H  -0.07  -4.47  -4.02  0.276
H  5.16  8.66  4.16  0.335
H  -1.25  -1.65  -8.75  0.305
H  6.61  -3.81  -1.63  0.281
H  2.35  3.11  -0.57  0.569
H  -7.79  -0.91  0.32  0.312
H  -0.37  -8.51  -1.32  0.450
H  -0.29  -5.32  -1.46  -0.060
H  1.16  0.27  2.74  -0.997
H  0.09  1.74  4.10  0.197
H  0.75  -3.13  -0.45  0.076
H  -2.10  -4.69  4.27  -0.468
H  -1.43  4.98  -1.58  -0.224
H  -6.29  -6.47  4.38  0.377
H  4.50  -1.47  -0.06  0.164
H  -2.55  -0.54  -6.32  0.415
H  -6.94  -4.91  2.31  0.350
H  -0.52  -0.20  -2.10  -0.240
H  -6.10  -1.05  0.49  0.120
H  1.61  0.62  -5.27  0.228
H  -6.85  -1.82  -0.83  0.353
H  2.34  -0.08  -3.90  0.059
H  -1.19  -1.48  -6.80  0.260
H  -1.42  -4.92  2.61  -0.671
H  7.40  -2.27  -5.48  0.236
H  1.16  -0.67  -2.15  -0.166
H  -4.78  -4.50  7.14  0.277
H  -1.06  6.72  1.18  0.102
H  -4.36  -6.16  7.89  0.287
H  6.56  -2.66  -0.34  0.276
H  5.26  6.85  -0.97  0.292
H  -4.16  9.40  2.89  0.227
H  -1.78  -3.57  -0.84  0.055
H  2.30  5.45  -3.92  0.138
H  -2.23  -2.65  -9.56  0.432
H  -5.17  -3.29  0.49  -0.022
H  -4.47  5.04  -0.85  0.419
H  -1.46  -1.48  0.21  0.361
H  6.04  1.09  -5.95  0.390
H  -3.00  -2.24  4.86  0.101
H  -6.06  -4.08  4.92  0.365
H  -0.81  -3.71  3.78  -0.579
H  -5.49  0.26  3.52  0.440
H  -1.31  1.12  -11.52  0.278
H  1.14  -1.01  6.70  0.467
H  3.09  -1.76  -0.94  -0.377
H  -4.46  -6.50  4.32  0.060
H  0.60  -0.33  0.51  0.144
H  -1.02  -0.79  6.51  0.515
H  -3.15  -0.46  5.08  0.528
H  5.89  4.23  0.95  0.303
H  -0.21  -7.77  4.54  0.337
H  -2.03  9.24  -0.12  0.348
H  -0.47  -2.84  -3.35  0.121
H  2.79  -0.25  2.38  0.213
H  5.68  -0.22  -1.56  0.494
H  6.81  -2.02  -1.92  0.141
H  -2.71  -1.68  2.35  -1.739
H  2.65  1.44  4.68  0.218
H  0.14  -9.55  0.46  0.422
H  4.55  1.46  -3.90  0.285
H  6.64  4.71  -2.64  0.340
H  -3.14  -0.02  2.77  0.871
H  -0.87  -0.43  -10.95  0.291
H  -3.42  3.83  -4.53  0.347
H  -2.28  4.07  1.91  -0.007
H  4.14  0.51  -1.36  0.319

***

(2)
Entry from OMol25: a structure of composition C34H46Ge2N6NiOS3 at a distorted geometry (ωB97M-V/def2-TZVPD).

Values from the calculation:
- Gap between HOMO and LUMO (alpha / beta): 6.78 / 6.97 eV
- 2S+1: 2
- Relative energy (zero: lowest compared OMol25 entry of this formula, charge and spin): 6.1 kcal/mol
- Charge: +1
- Energy: -233570.287 eV

Each line ends with the Mulliken charge.
Positions of all 93 atoms, in Å:
Ge  2.79  2.35  -2.63  1.018
Ge  0.72  1.50  -1.57  0.543
Ni  -0.02  0.07  0.16  -0.234
S  1.63  1.01  1.51  -0.613
S  1.84  -1.08  -0.95  -0.659
S  -1.96  1.07  0.77  -0.265
O  -0.55  -1.58  1.11  -0.729
N  1.48  -2.45  -3.13  -0.169
N  -2.12  -0.88  2.65  -0.267
N  0.26  -3.13  -1.21  0.417
N  -0.05  2.92  2.24  0.123
N  -3.97  0.38  2.33  0.173
N  2.25  3.33  2.53  0.109
C  -2.72  0.08  1.98  0.491
C  -0.56  -3.74  5.30  -0.712
C  -5.39  1.05  0.42  -0.860
C  -0.14  0.86  -4.32  -0.401
C  -1.17  -2.90  4.39  -0.251
C  4.09  2.86  -1.21  -1.261
C  0.78  -4.08  5.16  -0.457
C  -1.37  -0.30  -2.63  0.718
C  1.11  -2.33  -1.85  0.756
C  -4.69  1.47  1.71  -0.805
C  -0.43  3.12  -1.29  -0.108
C  -2.00  -0.53  -4.92  -0.760
C  -2.22  -0.82  -3.59  -0.970
C  -4.61  -0.42  3.36  -0.608
C  -1.89  5.47  -1.09  -0.849
C  0.12  4.24  -0.68  -0.168
C  -5.06  -1.79  2.88  -1.087
C  -0.04  -4.52  -1.49  -1.206
C  1.20  2.51  2.14  0.037
C  -0.35  0.58  -2.98  0.556
C  -1.73  3.18  -1.78  0.427
C  3.65  0.90  -3.68  -1.271
C  -0.61  5.42  -0.58  -0.802
C  -1.04  -1.55  2.29  -0.165
C  2.32  3.95  -3.73  -1.210
C  -0.31  4.13  2.67  -0.012
C  -2.45  4.36  -1.69  -0.617
C  0.72  5.04  3.03  -0.873
C  -0.42  -2.40  3.32  0.755
C  0.73  -3.06  -4.21  -1.144
C  2.01  4.60  2.96  -0.194
C  -0.94  0.28  -5.29  -0.967
C  1.52  -3.56  4.12  -0.782
C  0.93  -2.72  3.19  -0.393
H  -4.67  0.65  -0.28  0.101
H  -2.67  -0.92  -5.67  0.363
H  -5.42  1.85  2.43  0.483
H  -5.39  -2.39  3.72  0.358
H  0.55  -2.31  -4.98  0.282
H  3.01  0.53  -4.47  0.378
H  3.12  4.68  -3.69  0.484
H  4.23  2.03  -0.52  0.346
H  -3.97  2.27  1.50  0.346
H  -0.75  0.48  -6.33  0.407
H  1.24  -4.74  5.87  0.401
H  0.01  -5.08  -0.56  0.314
H  3.19  2.96  2.47  0.287
H  -3.05  -1.44  -3.30  0.522
H  2.86  5.19  3.24  0.438
H  -3.89  -0.54  4.18  0.412
H  -2.21  -2.63  4.48  0.384
H  1.41  4.42  -3.37  0.346
H  -1.13  -4.14  6.13  0.428
H  -5.47  0.14  3.73  0.392
H  1.49  -2.29  2.37  0.357
H  -1.05  -4.64  -1.90  0.374
H  -6.15  0.30  0.62  0.333
H  0.49  6.04  3.36  0.462
H  1.13  4.19  -0.30  0.403
H  4.57  1.28  -4.13  0.512
H  -3.45  4.40  -2.09  0.458
H  3.92  0.08  -3.02  0.342
H  -2.16  2.31  -2.25  0.378
H  2.57  -3.81  4.02  0.434
H  5.04  3.08  -1.67  0.489
H  2.16  3.67  -4.77  0.404
H  -0.23  -3.40  -3.85  0.412
H  -2.46  6.39  -1.02  0.391
H  1.28  -3.89  -4.65  0.361
H  -0.17  6.28  -0.11  0.491
H  -5.87  -1.72  2.16  0.377
H  2.18  -1.79  -3.41  0.212
H  -5.86  1.92  -0.03  0.407
H  -1.51  -0.55  -1.57  0.013
H  -1.35  4.41  2.73  0.465
H  -4.22  -2.31  2.41  0.206
H  0.69  -4.94  -2.18  0.466
H  0.01  -2.80  -0.28  -0.079
H  3.77  3.73  -0.65  0.361
H  0.64  1.55  -4.59  0.243

***

(3)
Entry from OMol25: a cluster of 8 separate species, H16O8 in total at a distorted geometry (ωB97M-V/def2-TZVPD).

Values from the calculation:
- Gap between HOMO and LUMO: 9.97 eV
- Relative energy (zero: lowest compared OMol25 entry of this formula, charge and spin): 64.2 kcal/mol
- SMILES: O.O.O.O.O.O.O.O
- Energy: -16639.226 eV

Each line ends with the Mulliken charge.
Positions of all 24 atoms, in Å:
O  0.97  0.82  -0.64  -0.639
O  0.17  2.78  2.41  -0.640
O  -0.68  0.94  -3.05  -0.626
O  -1.24  2.19  0.05  -0.638
O  -1.45  -1.63  0.93  -0.603
O  -0.36  -1.66  -2.09  -0.608
O  1.23  -0.92  1.64  -0.669
O  1.04  -3.09  -0.21  -0.612
H  -0.62  1.91  -2.94  0.262
H  -0.10  -1.90  -1.19  0.403
H  -0.52  -1.59  1.01  0.350
H  1.42  -2.47  0.41  0.292
H  0.28  -1.98  -2.69  0.256
H  -0.07  3.68  2.46  0.271
H  0.72  -0.45  2.32  0.273
H  0.20  1.30  -0.37  0.377
H  1.30  0.32  0.12  0.321
H  -0.19  2.50  1.58  0.414
H  0.00  0.48  -2.57  0.377
H  1.71  -3.71  -0.41  0.292
H  1.55  -1.57  2.28  0.290
H  -2.11  1.82  0.27  0.280
H  -1.47  3.02  -0.40  0.290
H  -1.76  -0.76  1.06  0.287